[1]
A structure of composition C39H111As2BF16N9O18 in a non-equilibrium geometry. Source: OMol25; level of theory: ωB97M-V/def2-TZVPD.

Last column: Löwdin charge in e.
Atoms and positions in Å:
H: -2.026 1.670 7.480  0.11
O: 4.192 3.160 -2.452  -0.26
N: -4.841 -6.531 2.670  0.25
H: -2.172 2.952 -2.318  0.14
O: -0.745 5.862 6.075  -0.18
H: 3.848 2.589 -4.518  0.17
H: -2.502 4.069 8.801  0.17
H: 0.474 1.202 -4.047  0.05
H: -3.422 1.365 -5.542  0.11
C: -6.127 -0.722 2.094  -0.03
O: 6.578 7.129 -2.173  -0.17
H: 7.116 -4.987 0.342  0.16
H: -5.280 -4.432 2.370  0.10
H: -3.831 -2.876 -4.875  0.09
H: -5.156 -3.728 4.643  0.16
H: -2.129 4.664 5.143  0.14
C: 7.601 7.901 -1.524  -0.06
N: 3.280 5.494 -1.337  0.22
O: 1.113 5.520 0.969  0.00
H: 2.949 2.878 2.290  0.10
H: 3.630 -6.916 -0.466  0.11
C: 4.085 -7.694 -1.135  -0.06
H: -2.516 3.571 0.888  0.08
H: 6.152 2.826 -1.709  0.10
H: -2.709 -3.124 4.707  0.08
C: 0.618 4.164 1.238  -0.72
N: 0.621 0.814 1.748  0.25
H: -1.965 1.580 -4.622  0.05
F: 5.333 -3.459 -0.610  -0.30
O: -3.440 -4.984 4.392  -0.21
H: -7.531 -4.429 3.486  0.10
H: 3.654 8.273 -0.744  0.10
C: 6.248 -7.575 0.045  -0.20
H: -3.317 -0.473 0.222  0.14
H: 2.169 2.398 -1.032  0.12
C: -6.998 0.859 -2.940  -0.09
C: -3.763 2.495 -3.796  -0.32
C: 0.355 -4.138 -4.746  -0.30
F: -0.961 -0.942 -2.728  0.11
C: -1.878 2.351 6.612  -0.03
H: 0.652 -4.312 -5.785  0.16
C: -4.853 -4.806 4.444  -0.17
C: -4.851 1.343 1.624  -0.18
H: 3.916 8.688 -2.537  0.10
H: -3.357 3.379 2.378  0.11
F: -2.692 -4.413 -1.491  -0.22
H: 8.148 -6.940 1.724  0.08
C: 1.613 -1.295 2.672  -0.01
C: -1.450 3.742 6.950  -0.32
N: 1.596 2.107 -1.855  0.19
H: 6.724 -5.335 -1.215  0.14
H: -7.447 -5.497 2.115  0.10
C: 3.694 2.348 1.663  -0.14
H: 1.138 -4.579 -2.836  0.05
F: -1.586 -1.774 -0.731  0.17
H: -3.350 1.678 -1.938  0.15
H: 4.286 3.162 1.341  0.08
N: -3.261 2.637 -2.409  0.17
O: -0.055 3.935 2.258  -0.01
H: -4.240 -1.764 0.294  0.14
O: -1.919 -3.426 -5.161  -0.18
H: -1.735 6.370 -2.872  0.14
H: 5.918 5.467 -1.189  0.12
H: 9.455 -6.452 0.696  0.10
C: 4.193 6.632 -1.940  -0.27
H: -2.190 2.051 1.868  0.07
H: -0.530 4.104 5.169  0.12
H: 8.063 8.440 -2.306  0.09
C: 7.623 -7.010 -0.303  -0.28
F: -3.368 -6.514 -0.326  -0.23
H: -0.112 0.679 2.497  0.11
H: -3.606 -4.341 -6.022  0.10
C: -5.476 -5.163 3.109  -0.31
N: 0.553 -2.655 -4.542  0.22
H: -5.788 0.147 0.116  0.14
H: -7.062 -0.034 -2.331  0.08
O: -2.240 -0.662 5.338  0.04
H: 2.178 -5.204 -4.082  0.10
H: -5.752 3.111 -3.319  0.12
N: -2.440 4.483 7.879  0.23
H: 0.843 -1.263 3.378  0.05
C: -1.256 4.581 5.765  -0.24
F: -5.475 -5.430 0.295  -0.25
H: -7.052 -0.214 2.263  0.08
H: 2.749 3.760 -3.717  0.13
O: 0.200 5.656 -2.321  0.00
As: 4.315 -2.634 -1.847  0.66
H: -0.498 3.875 7.549  0.19
H: 2.324 0.607 3.095  0.15
H: 4.326 1.791 2.303  0.09
H: 0.105 -2.400 -3.628  0.15
C: 5.630 6.552 -1.294  -0.20
F: -3.353 -4.571 0.955  -0.27
C: 1.502 1.338 -4.317  -0.02
O: -0.728 3.612 -2.624  -0.05
C: -1.727 -0.107 4.165  -0.77
H: 3.795 -7.626 -2.199  0.10
C: 1.123 -5.009 -3.770  -0.03
C: 8.610 -7.122 0.790  -0.05
H: 5.710 6.954 -0.231  0.15
N: 7.422 -5.471 -0.499  0.24
H: -5.758 1.839 1.821  0.12
C: 1.909 0.114 2.213  -0.30
H: -5.592 2.281 -4.858  0.15
O: -5.615 1.118 -3.053  -0.18
H: 0.730 -6.004 -3.730  0.09
H: -3.558 -4.530 -4.262  0.10
F: -4.708 -3.281 -0.743  -0.29
C: 2.963 0.242 1.141  -0.16
H: -3.895 -6.277 2.558  0.11
O: 3.133 1.599 0.677  -0.19
C: -2.986 1.413 -4.510  -0.02
H: 3.302 5.507 -0.260  0.18
H: -2.832 2.442 6.105  0.10
H: -7.368 -6.226 3.731  0.10
H: -5.159 -5.596 5.100  0.13
H: 8.372 7.303 -1.132  0.08
H: 2.301 5.595 -1.654  0.11
H: 0.088 7.451 5.251  0.07
F: -4.904 -5.304 -2.057  -0.21
H: -3.001 -3.535 2.952  0.06
H: 4.310 6.364 -3.007  0.15
F: 4.960 -1.206 -1.242  -0.23
As: -4.057 -4.964 -0.616  0.76
H: 9.022 -8.123 0.968  0.11
H: 1.414 2.140 -5.066  0.10
C: -0.735 4.864 -2.563  -0.79
O: 0.967 3.401 0.314  -0.05
H: 1.305 -1.860 1.835  0.08
O: -3.975 2.147 0.858  -0.19
H: -3.529 -0.965 1.748  0.10
F: 0.120 -0.224 -0.948  0.08
H: 6.001 2.978 -3.455  0.10
H: -1.771 -0.276 6.080  0.07
B: -1.173 -0.642 -1.372  -1.26
O: 5.519 -7.604 -1.132  -0.18
H: 0.919 5.872 4.970  0.09
H: -4.432 1.042 2.596  0.11
H: 5.464 1.512 -2.537  0.09
H: -0.114 -2.190 -5.285  0.21
H: 0.858 2.860 -1.994  0.12
H: -1.608 -4.275 3.731  0.11
H: -3.491 3.489 -4.199  0.16
H: 8.285 -5.074 -0.759  0.14
H: -7.519 0.553 -3.844  0.10
H: -1.349 -4.621 -3.560  0.11
H: 0.503 6.023 1.527  0.07
C: 3.542 7.976 -1.812  -0.04
F: 3.548 -4.120 -2.181  -0.23
H: 6.304 -8.540 0.598  0.16
C: 3.308 2.842 -3.526  -0.14
H: 0.219 0.336 0.909  0.14
H: 2.446 7.886 -1.862  0.09
H: -5.246 -6.883 1.788  0.16
F: 5.671 -2.876 -2.822  -0.22
O: -1.890 5.408 -2.942  0.10
H: 1.838 0.415 -4.780  0.07
H: 3.744 -8.688 -0.843  0.09
H: -4.992 -7.237 3.363  0.16
H: 8.113 -7.323 -1.237  0.17
H: 1.490 -2.305 -4.611  0.13
H: -3.882 3.282 -1.961  0.14
H: 7.196 8.562 -0.817  0.08
C: -5.220 -0.043 1.022  -0.29
H: 2.934 0.818 -2.816  0.14
F: 3.499 -1.821 -3.152  -0.26
H: -2.156 5.460 7.986  0.16
H: 3.877 -0.137 1.612  0.14
N: -4.027 -0.903 0.864  0.23
C: -3.315 -3.801 -5.105  -0.05
O: -0.627 0.485 4.251  -0.04
C: -7.002 -5.348 3.151  -0.04
F: -2.093 0.387 -1.113  0.12
H: -3.401 4.483 7.429  0.20
H: -1.164 1.857 5.953  0.07
H: -7.522 1.643 -2.347  0.11
C: 0.027 6.455 4.965  -0.02
C: -5.302 2.245 -3.787  -0.20
H: 0.896 1.357 -1.593  0.14
H: -3.227 0.453 -4.062  0.09
C: -2.624 -3.881 3.921  -0.05
H: 2.567 -1.646 3.127  0.12
H: -1.252 -5.409 -5.055  0.14
C: 2.336 1.695 -3.066  -0.28
H: 5.942 -6.795 0.747  0.13
H: -0.480 6.521 3.979  0.10
C: -1.134 -4.438 -4.602  -0.23
H: 3.653 4.572 -1.645  0.09
H: 0.681 1.780 1.463  0.09
O: -2.450 -0.401 3.216  -0.01
C: 5.478 2.610 -2.573  -0.08
C: -2.903 2.791 1.530  -0.07
F: 2.950 -2.245 -0.876  -0.25
H: -6.465 -1.753 1.742  0.11
H: -5.598 -0.715 3.039  0.08
H: 2.735 -0.367 0.235  0.12

Output
Net charge: +3
Calculated total energy, eV: -258334.9379

***

[2]
The molecule C3H3NO in a non-equilibrium geometry. Source: OMol25; level of theory: ωB97M-V/def2-TZVPD.

Last column: natural (NBO) charge in e.
Atoms and positions in Å:
H: 2.374 -0.561 0.285  0.41
H: 1.003 -1.600 0.321  0.40
N: 1.328 -0.646 -0.192  -0.83
H: -3.204 0.195 -0.085  0.24
O: 1.043 1.588 -0.036  -0.54
C: 0.536 0.492 -0.139  0.60
C: -2.146 0.193 -0.027  -0.16
C: -0.934 0.339 -0.128  -0.12

Output
Calculated total energy, eV: -6694.6333
Structure (SMILES): C#CC(N)=O

***

| no. | HOMO level (eV) | Kohn-Sham gap (hartree) | molar mass (g mol⁻¹) |
| --- | --- | --- | --- |
| 1 | -14.26 | 0.3380 | 1458.99 |
| 2 | -10.34 | 0.3981 | 69.06 |